(1)
The molecule C25H29N3O3S, computed with ωB97M-V with the def2-TZVPD basis set.

Last column: natural (NBO) charge in e.
Cartesian coordinates (Å):
S: -0.14 1.77 -2.24  0.45
O: -0.56 -2.42 1.92  -0.65
O: 1.58 1.38 0.89  -0.64
O: 4.83 0.27 -0.29  -0.55
N: 1.71 -0.65 1.88  -0.62
N: -1.04 -0.65 0.61  -0.40
N: -1.06 -3.23 -1.18  -0.43
C: -0.39 0.18 -1.60  -0.22
C: -1.60 -4.12 -1.99  0.05
C: 3.82 -0.68 -0.54  -0.07
C: -2.95 -3.45 0.26  -0.23
C: -0.48 0.26 1.62  -0.19
C: -1.72 -2.89 -0.08  0.12
C: -3.21 2.64 2.66  -0.22
C: 0.52 -0.70 -2.11  -0.27
C: 3.15 -0.77 1.88  -0.23
C: -3.74 5.04 2.13  -0.63
C: 1.17 1.23 -3.20  -0.42
C: -3.51 -4.38 -0.59  -0.16
C: -2.90 3.81 1.98  -0.01
C: -0.97 2.70 1.04  -0.23
C: 1.41 -0.09 -3.03  -0.25
C: 3.69 -1.58 0.70  -0.42
C: 4.81 1.60 -2.35  -0.64
C: -1.04 -1.97 0.89  0.66
C: 4.60 1.55 -0.84  -0.06
C: -1.77 3.82 1.17  -0.21
C: -1.50 -0.10 -0.65  -0.26
C: -2.83 -4.72 -1.75  -0.25
C: 1.04 0.41 1.40  0.69
C: -1.28 1.53 1.72  0.02
C: -2.41 1.52 2.54  -0.21
H: 1.69 1.93 -3.83  0.24
H: -3.23 -5.45 -2.44  0.22
H: 5.33 2.20 -0.34  0.18
H: -2.67 0.62 3.08  0.21
H: 2.19 -0.63 -3.55  0.22
H: -1.50 4.72 0.63  0.21
H: -3.77 5.61 1.20  0.22
H: -4.47 -4.82 -0.36  0.22
H: 3.57 0.23 1.85  0.23
H: 3.03 -2.42 0.48  0.21
H: 4.08 -1.29 -1.42  0.16
H: -3.32 5.68 2.90  0.22
H: 5.81 1.25 -2.60  0.21
H: 1.17 -1.46 2.17  0.43
H: -4.08 2.61 3.29  0.21
H: -0.09 2.74 0.42  0.26
H: -0.60 -0.28 2.57  0.25
H: 3.44 -1.25 2.82  0.20
H: -3.43 -3.15 1.18  0.23
H: -4.76 4.78 2.42  0.21
H: 4.68 -1.96 0.94  0.21
H: 4.71 2.63 -2.70  0.21
H: 2.86 -0.18 -0.74  0.19
H: -1.03 -4.36 -2.87  0.20
H: 0.53 -1.74 -1.85  0.26
H: 4.09 0.98 -2.87  0.20
H: -2.20 -0.82 -1.10  0.23
H: 3.59 1.89 -0.59  0.19
H: -2.05 0.82 -0.44  0.23

The value obtained for the energy relative to the best compared isomer or geometry (same formula, charge and spin) is 119.4 kJ/mol. The value obtained for the HOMO energy is -8.71 eV. The calculation puts the electronic energy at -1758.25110 hartree. As for the net charge: 0. The HOMO-LUMO gap is 9.29 eV. For the largest force on an atom, the calculation gives 0.01195 hartree/bohr.

---

(2)
A structure of composition C3H8LuO2, computed with ωB97M-V with the def2-TZVPD basis set.

Last column: natural (NBO) charge in e.
Cartesian coordinates (Å):
Lu: 1.83 -0.08 0.28  2.45
O: 3.43 -1.39 0.27  -1.27
O: -0.42 -0.44 -0.16  -0.68
C: -0.82 0.96 0.02  -0.09
C: -1.42 -1.32 -0.62  -0.26
C: 0.42 1.73 0.41  -1.19
H: 0.33 2.16 1.42  0.26
H: -1.27 1.28 -0.93  0.20
H: 3.91 -1.74 1.03  0.50
H: -1.31 -2.29 -0.12  0.21
H: -1.29 -1.45 -1.69  0.20
H: 0.64 2.53 -0.31  0.26
H: -1.61 0.95 0.80  0.20
H: -2.42 -0.90 -0.41  0.21

The value obtained for the energy relative to the best compared isomer or geometry (same formula, charge and spin) is 0.0 kJ/mol. The value obtained for the HOMO energy is -13.36 eV. The calculation puts the electronic energy at -1504.83526 hartree. As for the net charge: +1. The HOMO-LUMO gap is 7.90 eV. For the largest force on an atom, the calculation gives 0.04221 hartree/bohr.